# 1
Below is a cluster of 7 separate species, C18H42BrN6O6 in total in a non-equilibrium geometry, with properties calculated with ωB97M-V/def2-TZVPD.

Results
LUMO energy ... 2.37 eV
Multiplicity ... 1
Total charge ... -1
M ... 518.47 g mol⁻¹
HOMO ... -6.17 eV
ΔE to the lowest compared entry with this formula, charge and spin ... 3.021 eV

Each line ends with the Löwdin charge.
Positions of all 73 atoms, in Å:
Br (-6.64, -3.98, 33.08)  -0.09
C (-10.31, -3.43, 32.72)  -0.01
C (-11.54, -2.51, 33.14)  -0.51
O (-12.68, -2.86, 33.24)  0.03
N (-11.16, -1.21, 33.52)  0.05
C (-12.10, -0.07, 33.85)  -0.01
H (-9.43, -2.90, 33.32)  0.06
H (-10.30, -3.50, 31.54)  0.10
H (-10.68, -4.46, 32.77)  0.05
H (-10.23, -1.12, 33.46)  -0.02
H (-12.85, -0.45, 34.58)  0.11
H (-12.52, 0.40, 33.03)  0.06
H (-11.76, 0.68, 34.25)  -0.03
C (-2.67, -4.80, 34.22)  -0.01
C (-1.67, -4.17, 33.33)  -0.62
O (-1.03, -4.91, 32.63)  0.04
N (-1.53, -2.85, 33.33)  0.00
C (-0.62, -2.16, 32.45)  -0.10
H (-2.75, -4.31, 35.09)  -0.01
H (-2.12, -5.69, 34.56)  0.10
H (-3.84, -4.53, 34.01)  0.10
H (-2.39, -2.24, 33.76)  0.14
H (-0.81, -2.20, 31.43)  0.05
H (0.41, -2.68, 32.50)  0.10
H (-0.51, -1.10, 32.79)  0.09
C (-4.20, -1.02, 31.81)  -0.01
C (-3.73, -0.82, 33.36)  -0.63
O (-3.07, 0.06, 33.59)  0.13
N (-4.11, -1.86, 34.19)  -0.01
C (-3.86, -1.67, 35.60)  -0.05
H (-3.37, -0.89, 31.10)  0.04
H (-5.23, -0.50, 31.40)  0.11
H (-4.27, -2.21, 31.68)  0.07
H (-4.66, -2.61, 33.92)  -0.06
H (-3.78, -0.57, 35.89)  0.13
H (-3.08, -2.15, 35.99)  0.04
H (-4.73, -1.90, 36.01)  0.04
C (-7.78, -0.66, 35.25)  -0.01
C (-8.42, 0.06, 34.09)  -0.69
O (-8.65, 1.20, 34.16)  0.11
N (-8.49, -0.67, 33.00)  -0.04
C (-8.97, -0.18, 31.74)  -0.03
H (-8.37, -1.63, 35.57)  0.12
H (-8.11, -0.05, 36.20)  0.11
H (-6.72, -0.52, 35.15)  0.06
H (-7.98, -1.57, 32.96)  0.05
H (-9.31, -0.93, 31.00)  0.09
H (-8.20, 0.37, 31.53)  0.02
H (-9.76, 0.59, 31.91)  0.10
C (-5.59, -7.85, 33.29)  -0.01
C (-6.95, -8.07, 34.07)  -0.60
O (-7.21, -9.18, 34.57)  -0.02
N (-7.77, -7.11, 34.12)  0.01
C (-8.93, -6.92, 35.01)  -0.04
H (-4.88, -7.82, 34.16)  0.08
H (-5.53, -6.83, 32.85)  0.02
H (-5.36, -8.72, 32.47)  0.12
H (-7.48, -6.28, 33.81)  -0.08
H (-8.59, -6.98, 36.21)  0.17
H (-9.73, -7.45, 34.72)  0.02
H (-9.51, -6.12, 34.57)  0.07
C (-7.66, -3.49, 29.23)  -0.01
C (-8.94, -3.08, 28.50)  -0.58
O (-9.50, -2.05, 28.84)  0.03
N (-9.32, -3.93, 27.62)  0.02
C (-10.55, -3.91, 26.81)  -0.05
H (-7.40, -4.50, 29.35)  0.05
H (-7.56, -3.34, 30.30)  0.00
H (-6.79, -2.83, 28.96)  0.10
H (-8.81, -4.68, 27.24)  0.12
H (-10.55, -3.23, 25.96)  0.08
H (-11.21, -3.41, 27.46)  0.06
H (-10.99, -4.90, 26.58)  0.09


# 2
Below is a structure of composition C22H32N4RuS2, with properties calculated with ωB97M-V/def2-TZVPD.

Results
<S²> ... 0.76
LUMO energy (alpha / beta) ... -3.20 / -4.00 eV
Multiplicity ... 2
Total charge ... +1
M ... 517.73 g mol⁻¹
HOMO (alpha / beta) ... -10.41 / -10.47 eV
ΔE to the lowest compared entry with this formula, charge and spin ... 0.000 eV

Each line ends with the Mulliken spin population.
Positions of all 61 atoms, in Å:
Ru (-0.18, 0.20, 0.59)  0.77
C (-0.89, 1.55, 3.11)  -0.01
N (-1.37, 1.62, 1.71)  -0.01
C (-1.10, 2.94, 1.09)  0.01
C (-1.21, 2.73, -0.40)  0.02
N (-0.09, 1.82, -0.76)  -0.04
C (-0.28, 1.24, -2.12)  0.00
C (1.17, 2.61, -0.73)  0.03
C (1.32, 3.71, -1.57)  -0.01
C (2.47, 4.47, -1.50)  0.02
C (3.47, 4.14, -0.59)  -0.01
C (3.32, 3.04, 0.24)  0.03
C (2.16, 2.27, 0.17)  -0.03
S (1.96, 0.81, 1.10)  0.15
C (-2.83, 1.38, 1.68)  0.01
C (-3.69, 2.27, 2.30)  0.00
C (-5.06, 2.04, 2.27)  0.01
C (-5.56, 0.92, 1.62)  -0.01
C (-4.69, 0.03, 1.02)  0.01
C (-3.32, 0.25, 1.05)  0.00
S (-2.18, -0.89, 0.37)  0.06
H (-1.44, 2.26, 3.74)  0.00
H (0.17, 1.77, 3.14)  0.01
H (-1.06, 0.54, 3.49)  0.00
H (-0.08, 3.24, 1.35)  -0.01
H (-1.78, 3.70, 1.47)  0.01
H (-1.13, 3.65, -0.96)  0.00
H (-2.15, 2.23, -0.65)  0.00
H (-0.33, 2.02, -2.87)  0.00
H (-1.20, 0.66, -2.12)  0.01
H (0.56, 0.58, -2.34)  0.00
H (0.56, 3.98, -2.28)  0.00
H (2.59, 5.32, -2.16)  0.00
H (4.37, 4.74, -0.53)  0.00
H (4.09, 2.76, 0.94)  0.00
H (-3.32, 3.15, 2.82)  0.00
H (-5.73, 2.74, 2.75)  0.00
H (-6.63, 0.74, 1.58)  0.00
H (-5.07, -0.86, 0.52)  0.00
C (2.44, -5.00, -2.39)  0.00
C (2.88, -4.34, -1.09)  0.00
N (1.78, -3.66, -0.39)  0.00
C (0.87, -4.50, 0.39)  0.00
C (-0.47, -4.76, -0.30)  0.00
C (1.60, -2.33, -0.45)  -0.01
C (2.53, -1.52, -1.30)  0.01
N (0.64, -1.73, 0.20)  0.00
H (3.30, -5.45, -2.88)  0.00
H (2.00, -4.27, -3.07)  0.00
H (1.71, -5.78, -2.21)  0.00
H (3.68, -3.63, -1.27)  0.00
H (3.28, -5.09, -0.40)  0.00
H (0.72, -4.05, 1.37)  0.00
H (1.38, -5.45, 0.56)  0.00
H (-1.01, -3.84, -0.53)  0.00
H (-1.10, -5.36, 0.36)  0.00
H (-0.33, -5.31, -1.23)  0.00
H (3.52, -1.46, -0.87)  0.00
H (2.13, -0.51, -1.38)  0.00
H (2.61, -1.95, -2.30)  0.00
H (-0.01, -2.37, 0.64)  -0.01


# 3
Below is the molecule C6H5NO2 in a non-equilibrium geometry, with properties calculated with ωB97M-V/def2-TZVPD.

Results
LUMO energy ... 0.16 eV
SMILES string ... O=C(O)c1ccncc1
Multiplicity ... 1
M ... 123.11 g mol⁻¹
HOMO ... -9.69 eV
ΔE to the lowest compared entry with this formula, charge and spin ... 3.045 eV

Each line ends with the natural charge from an NBO analysis.
Positions of all 14 atoms, in Å:
O (2.37, -0.98, -0.47)  -0.55
C (1.66, -0.09, -0.13)  0.78
O (2.28, 0.96, 0.50)  -0.66
C (0.19, 0.01, -0.04)  -0.15
C (-0.55, 1.15, -0.22)  -0.22
C (-1.85, 1.07, -0.25)  0.05
N (-2.53, 0.04, 0.04)  -0.42
C (-1.96, -1.10, 0.23)  0.08
C (-0.44, -1.20, 0.18)  -0.19
H (3.01, 0.73, 0.69)  0.45
H (-0.05, 2.16, -0.28)  0.24
H (-2.25, 2.24, -0.15)  0.18
H (-2.44, -2.04, 0.34)  0.19
H (-0.07, -2.17, 0.23)  0.23


# 4
Below is a structure of composition C42H42BaO3P2 in a non-equilibrium geometry, with properties calculated with ωB97M-V/def2-TZVPD.

Results
LUMO energy (alpha / beta) ... -0.20 / -0.55 eV
Multiplicity ... 1
M ... 794.07 g mol⁻¹
HOMO (alpha / beta) ... -4.15 / -3.29 eV
ΔE to the lowest compared entry with this formula, charge and spin ... 6.247 eV

Each line ends with the Löwdin charge.
Positions of all 90 atoms, in Å:
Ba (-2.31, -4.32, 1.44)  1.72
C (-1.13, -6.67, 1.80)  -0.39
C (-0.41, -5.98, 0.86)  -0.43
C (-0.39, -6.36, -0.58)  -0.22
C (-1.79, -6.50, -1.29)  -0.19
C (-2.95, -5.73, -0.68)  -0.32
C (-3.77, -6.16, 0.32)  -0.36
C (-3.56, -7.36, 1.19)  -0.23
C (-2.09, -7.79, 1.48)  -0.23
C (-0.88, 0.96, -1.12)  -0.17
H (-0.91, -6.59, 2.87)  0.08
H (0.34, -5.21, 1.13)  0.07
H (0.14, -7.32, -0.72)  0.11
H (0.21, -5.62, -1.13)  0.08
H (-1.65, -6.09, -2.31)  0.11
H (-2.03, -7.57, -1.41)  0.11
H (-3.29, -4.92, -1.33)  0.09
H (-4.77, -5.70, 0.46)  0.09
H (-4.06, -8.23, 0.73)  0.11
H (-4.08, -7.22, 2.16)  0.11
H (-2.13, -8.47, 2.35)  0.11
H (-1.71, -8.44, 0.67)  0.10
H (-0.84, 1.02, -0.03)  0.04
H (-1.35, 1.87, -1.52)  0.07
H (0.14, 0.88, -1.50)  0.06
P (1.55, -1.52, -0.19)  1.05
P (-1.85, -0.41, -1.68)  0.90
C (0.22, -2.25, -1.12)  -0.40
C (-0.80, -1.83, -1.92)  -0.40
C (3.09, -1.88, -1.09)  -0.29
C (3.22, -3.10, -1.80)  -0.07
C (4.46, -3.50, -2.31)  -0.08
C (5.57, -2.65, -2.21)  -0.09
C (5.41, -1.39, -1.63)  -0.09
C (4.18, -0.99, -1.10)  -0.09
C (1.54, -2.21, 1.48)  -0.32
C (0.38, -2.41, 2.26)  -0.18
C (0.45, -3.20, 3.41)  -0.15
C (1.68, -3.67, 3.86)  -0.11
C (2.86, -3.36, 3.19)  -0.09
C (2.78, -2.64, 1.98)  -0.08
C (-2.67, 0.01, -3.23)  -0.30
C (-1.86, 0.25, -4.36)  -0.08
C (-2.45, 0.67, -5.55)  -0.09
C (-3.83, 0.85, -5.64)  -0.08
C (-4.63, 0.57, -4.53)  -0.09
C (-4.06, 0.18, -3.32)  -0.08
C (-3.07, -0.87, -0.42)  -0.32
C (-3.14, -0.23, 0.83)  -0.08
C (-3.98, -0.72, 1.83)  -0.09
C (-4.76, -1.85, 1.61)  -0.15
C (-4.69, -2.52, 0.37)  -0.20
C (-3.83, -2.04, -0.62)  -0.15
H (0.37, -3.35, -1.12)  0.04
H (-1.17, -2.51, -2.72)  0.06
H (2.35, -3.74, -1.93)  0.10
H (4.55, -4.47, -2.79)  0.11
H (6.54, -2.98, -2.58)  0.10
H (6.26, -0.70, -1.59)  0.10
H (4.07, 0.02, -0.69)  0.10
H (-0.57, -1.92, 2.00)  0.06
H (-0.44, -3.46, 4.00)  0.09
H (1.75, -4.30, 4.76)  0.10
H (3.84, -3.66, 3.56)  0.10
H (3.68, -2.47, 1.39)  0.10
H (-0.78, 0.11, -4.29)  0.11
H (-1.82, 0.87, -6.41)  0.10
H (-4.29, 1.19, -6.57)  0.11
H (-5.71, 0.67, -4.59)  0.10
H (-4.70, -0.02, -2.45)  0.10
H (-2.54, 0.67, 1.02)  0.10
H (-4.05, -0.19, 2.78)  0.11
H (-5.46, -2.22, 2.37)  0.11
H (-5.31, -3.39, 0.16)  0.10
H (-3.76, -2.57, -1.58)  0.11
O (1.48, 2.57, 3.59)  0.07
C (2.04, 3.07, 2.48)  -0.25
C (2.55, 4.38, 2.54)  -0.01
C (3.08, 4.96, 1.39)  -0.07
C (3.08, 4.25, 0.18)  -0.09
C (2.59, 2.94, 0.11)  -0.02
C (2.09, 2.32, 1.26)  -0.07
C (1.61, 0.94, 1.28)  -0.41
O (1.78, 0.24, 0.12)  -0.18
O (1.04, 0.44, 2.25)  0.07
H (1.17, 1.66, 3.32)  0.08
H (2.49, 4.91, 3.49)  0.12
H (3.49, 5.97, 1.44)  0.11
H (3.48, 4.72, -0.72)  0.10
H (2.55, 2.36, -0.81)  0.12


# 5
Below is a structure of composition C27H26IrN5O3S2, with properties calculated with ωB97M-V/def2-TZVPD.

Results
LUMO energy ... -8.26 eV
Multiplicity ... 1
Total charge ... +2
M ... 724.89 g mol⁻¹
HOMO ... -12.66 eV
ΔE to the lowest compared entry with this formula, charge and spin ... 0.571 eV

Each line ends with the natural charge from an NBO analysis.
Positions of all 64 atoms, in Å:
Ir (0.26, -0.48, 0.21)  0.80
O (0.62, 6.28, 0.65)  -0.68
C (-0.45, 5.71, 0.48)  0.72
O (-1.64, 6.02, 0.57)  -0.68
C (-0.27, 4.17, 0.35)  0.04
C (-1.40, 3.35, 0.25)  -0.20
C (-1.22, 1.99, 0.24)  0.22
N (0.03, 1.49, 0.33)  -0.49
C (1.14, 2.25, 0.34)  0.13
C (1.01, 3.62, 0.35)  -0.18
C (2.40, 1.47, 0.32)  0.17
C (3.65, 2.05, 0.35)  -0.19
C (4.78, 1.24, 0.32)  -0.09
C (4.63, -0.13, 0.26)  -0.22
C (3.35, -0.67, 0.23)  0.08
N (2.26, 0.11, 0.25)  -0.49
C (-2.26, 0.94, 0.14)  0.15
C (-3.61, 1.22, 0.09)  -0.19
C (-4.52, 0.18, -0.01)  -0.09
C (-4.06, -1.13, -0.05)  -0.22
C (-2.70, -1.36, 0.01)  0.08
N (-1.82, -0.35, 0.11)  -0.48
H (-2.35, 3.86, 0.21)  0.29
H (1.83, 4.33, 0.38)  0.29
H (3.74, 3.13, 0.40)  0.27
H (5.76, 1.69, 0.34)  0.26
H (5.48, -0.79, 0.23)  0.26
H (3.18, -1.73, 0.17)  0.24
H (-3.95, 2.25, 0.12)  0.27
H (-5.58, 0.39, -0.05)  0.26
H (-4.73, -1.97, -0.13)  0.26
H (-2.28, -2.35, -0.03)  0.23
N (-0.63, -4.11, 1.00)  -0.78
C (0.11, -4.07, -0.10)  0.39
S (0.76, -2.59, -0.75)  -0.19
N (0.44, -5.16, -0.77)  -0.55
C (0.00, -6.51, -0.52)  0.17
C (-1.31, -6.80, -0.16)  -0.29
C (-1.68, -8.12, 0.04)  -0.17
C (-0.75, -9.14, -0.15)  -0.18
C (0.54, -8.84, -0.54)  -0.17
C (0.92, -7.52, -0.73)  -0.24
H (-0.67, -3.28, 1.59)  0.45
H (-0.85, -5.00, 1.41)  0.43
H (1.09, -5.04, -1.53)  0.43
H (-2.06, -6.02, -0.08)  0.22
H (-2.69, -8.36, 0.32)  0.24
H (-1.05, -10.17, 0.00)  0.24
H (1.26, -9.63, -0.70)  0.24
H (1.94, -7.28, -1.03)  0.23
O (-0.36, -2.01, 2.79)  -0.94
S (0.08, -0.68, 2.39)  1.63
C (1.55, -0.25, 3.35)  -0.60
C (1.04, 0.65, 4.49)  -0.41
C (-0.47, 0.44, 4.63)  -0.42
C (-1.02, 0.49, 3.20)  -0.60
H (2.30, 0.23, 2.72)  0.26
H (1.91, -1.24, 3.67)  0.28
H (1.23, 1.69, 4.22)  0.23
H (1.57, 0.43, 5.41)  0.27
H (-0.93, 1.22, 5.23)  0.27
H (-0.71, -0.53, 5.08)  0.24
H (-0.90, 1.48, 2.77)  0.26
H (-2.03, 0.12, 3.05)  0.27


# 6
Below is a cluster of 2 separate species, C4H8N2O in total in a non-equilibrium geometry, with properties calculated with ωB97M-V/def2-TZVPD.

Results
LUMO energy (alpha / beta) ... -0.38 / -0.38 eV
Multiplicity ... 1
M ... 100.12 g mol⁻¹
HOMO (alpha / beta) ... -9.83 / -9.83 eV
ΔE to the lowest compared entry with this formula, charge and spin ... 3.337 eV

Each line ends with the natural charge from an NBO analysis.
Positions of all 15 atoms, in Å:
C (2.18, 0.02, 0.05)  -0.14
C (-0.78, -0.74, 1.09)  -0.64
C (-0.03, 0.69, -0.84)  0.29
C (-0.74, -0.56, -0.43)  0.00
N (3.21, -0.28, 0.46)  -0.53
N (-0.31, 1.89, -0.27)  -0.73
O (-0.17, -1.67, -1.08)  -0.70
H (-1.40, 0.02, 1.56)  0.20
H (0.23, -0.69, 1.49)  0.25
H (-1.20, -1.72, 1.32)  0.24
H (0.36, 0.72, -1.85)  0.23
H (-1.77, -0.52, -0.82)  0.22
H (0.24, 2.68, -0.56)  0.41
H (-0.58, 1.88, 0.70)  0.41
H (0.76, -1.71, -0.82)  0.50


Question: Which formula does entry 3 have?
Answer: C6H5NO2


Question: What is the ΔE to the lowest compared entry with this formula, charge and spin in the fifth record?
Answer: 0.571 eV


Question: Which of these has the lowest ΔE to the lowest compared entry with this formula, charge and spin?
Answer: C22H32N4RuS2


Question: Which value of multiplicity does entry 4 give?
Answer: 1